Molecular formula: C4H11N2
Method: DFT, the ωB97M-V functional and the def2-TZVPD basis

Each atom is followed by the atoms it is bonded to, with distances in Å.
Element x y z (Å)
1 C 2.109 -0.861 -0.288  C2 1.303, H7 1.146, H8 1.119
2 C 1.036 -0.697 0.433  C1 1.303, C4 1.443, H9 1.108
3 C -1.569 -0.826 0.781  C4 1.558, H10 1.028, H11 1.083, H12 1.050
4 C -0.302 -0.610 -0.099  C2 1.443, C3 1.558, N5 1.311
5 N -0.549 -0.385 -1.367  C4 1.311, H13 0.989, H14 1.007
6 N -0.017 2.016 0.158  H15 1.035, H16 1.093, H17 1.072
7 H 3.123 -0.947 0.240  C1 1.146
8 H 2.153 -0.667 -1.390  C1 1.119
9 H 0.987 -0.593 1.536  C2 1.108
10 H -1.597 -0.120 1.528  C3 1.028
11 H -1.337 -1.761 1.276  C3 1.083
12 H -2.533 -0.935 0.380  C3 1.050
13 H -1.483 -0.167 -1.608  N5 0.989
14 H 0.164 -0.548 -2.059  N5 1.007
15 H -0.966 2.113 0.561  N6 1.035
16 H 0.003 2.530 -0.807  N6 1.093
17 H 0.779 2.456 0.725  N6 1.072

Multiplicity   1
Frontier orbital gap   9.129 eV
Total charge   +1
ΔE to the lowest compared entry with this formula, charge and spin   214.93 kJ/mol
HOMO energy   -13.975 eV
E   -7298.720 eV